Record 1
Molecular formula: C3H5NOS2
Method: DFT, the ωB97M-V functional and the def2-TZVPD basis

* ΔE to the lowest compared entry with this formula, charge and spin: 44.65 kcal/mol
* HOMO-LUMO gap: 0.3468 Eh
* structure (SMILES): SC1(S)N=CCO1
* HOMO energy: -8.777 eV

Each line ends with the Löwdin charge.
CARTESIAN COORDINATES (ANGSTROEM)
S -1.5767 0.5327 1.8328  0.85
C -0.8436 0.3771 0.2988  -1.25
S -2.0736 0.8707 -1.1280  0.67
N 0.3071 1.1675 0.0108  0.03
C 1.2913 0.4124 -0.2064  -0.10
C 0.8727 -1.0324 -0.0194  -0.16
O -0.5449 -0.9531 0.1051  -0.20
H -1.2645 1.7925 1.7758  -0.12
H -3.1189 0.0801 -0.8012  -0.15
H 2.3712 0.7787 -0.2614  0.15
H 1.3111 -1.6561 -0.8458  0.13
H 1.1642 -1.4726 0.9961  0.15

---

Record 2
Molecular formula: C3H5NOS2
Method: DFT, the ωB97M-V functional and the def2-TZVPD basis

* ΔE to the lowest compared entry with this formula, charge and spin: 166.11 kcal/mol
* HOMO-LUMO gap: 0.2797 Eh
* HOMO energy: -8.604 eV

Each line ends with the Löwdin charge.
CARTESIAN COORDINATES (ANGSTROEM)
C -0.6711 -0.3618 -0.0029  -0.74
C 0.3571 -1.4632 0.2621  -0.48
C 1.5171 0.9275 0.5484  -0.85
H -3.9793 -0.3049 0.8115  0.33
H -0.1128 -2.1608 -0.5903  0.11
H 0.2692 -2.2482 1.3160  0.18
H 2.1314 1.9603 0.2672  0.11
H 1.7264 0.6330 1.6835  0.09
N -1.8387 -0.8046 0.0909  -0.10
O -2.8655 0.1530 -0.2017  -0.23
S 1.8728 -0.5950 -0.3294  0.73
S -0.0889 1.3396 -0.1303  0.85

---

Record 3
Molecular formula: C3H5NOSe
Method: DFT, the ωB97M-V functional and the def2-TZVPD basis

* ΔE to the lowest compared entry with this formula, charge and spin: 60.56 kcal/mol
* HOMO-LUMO gap: 0.3115 Eh
* HOMO energy: -8.462 eV

Each line ends with the Löwdin charge.
CARTESIAN COORDINATES (ANGSTROEM)
C -0.8179 -0.7595 -0.0200  -0.63
C 0.4982 -1.0749 0.6784  -0.43
C 0.4294 1.2130 -0.4739  -0.48
N -0.6681 0.3256 -0.8313  -0.03
O -1.7280 -1.5812 -0.1670  0.02
Se 1.8658 0.0542 0.1152  0.95
H 0.1176 -0.2650 2.1853  0.19
H 0.7841 -2.0165 1.1371  0.04
H 0.9141 1.6015 -1.4390  0.08
H 0.2302 2.0165 0.1994  0.06
H -1.6254 0.4863 -1.3842  0.22

---

Record 4
Molecular formula: C3H5NS
Method: DFT, the ωB97M-V functional and the def2-TZVPD basis

* ΔE to the lowest compared entry with this formula, charge and spin: 54.01 kcal/mol
* HOMO-LUMO gap: 0.3223 Eh
* structure (SMILES): S=CN1CC1
* HOMO energy: -8.886 eV

Each line ends with the Löwdin charge.
CARTESIAN COORDINATES (ANGSTROEM)
S 2.4843 -0.2932 -0.3094  0.70
C 1.3898 0.7528 0.1883  -0.61
N -0.0581 0.3345 0.5664  -0.15
C -1.0520 0.1621 -0.4401  -0.16
C -0.5798 -1.0018 0.3263  -0.13
H 1.5042 1.7719 0.3474  0.02
H -0.7933 0.5480 -1.3845  0.09
H -1.9236 0.7513 -0.1614  0.10
H -0.9682 -1.4459 1.1827  0.09
H -0.0034 -1.5798 -0.3157  0.05

---

Record 5
Molecular formula: C3H5NS
Method: DFT, the ωB97M-V functional and the def2-TZVPD basis

* ΔE to the lowest compared entry with this formula, charge and spin: 73.44 kcal/mol
* HOMO-LUMO gap: 0.3273 Eh
* structure (SMILES): C=CNC=S
* HOMO energy: -8.437 eV

Each line ends with the Löwdin charge.
CARTESIAN COORDINATES (ANGSTROEM)
C 1.5519 -1.1828 0.0101  -0.03
C 1.7329 0.0958 -0.0430  -0.31
N 0.7260 1.0030 0.1285  -0.07
C -0.5934 0.8171 0.0864  -0.74
S -1.6724 -0.4251 -0.0612  0.58
H 0.6116 -1.8260 0.7044  0.15
H 2.7039 -1.3780 -0.2653  0.10
H 2.5018 0.7474 -0.4960  0.13
H 0.7398 1.9199 -0.1662  0.09
H -1.0292 1.9370 -0.0182  0.11

---

Record 6
Molecular formula: C3H5NS
Method: DFT, the ωB97M-V functional and the def2-TZVPD basis

* ΔE to the lowest compared entry with this formula, charge and spin: 4.55 kcal/mol
* HOMO-LUMO gap: 0.3839 Eh
* structure (SMILES): C[C@@H](S)C#N
* HOMO energy: -9.762 eV

Each line ends with the Löwdin charge.
CARTESIAN COORDINATES (ANGSTROEM)
C 0.1780 1.1980 0.1628  -0.11
C 0.1083 -0.1959 -0.4086  -0.78
S 1.3707 -1.3855 -0.0409  0.77
C -1.1734 -0.8808 -0.2177  -0.29
N -2.1373 -1.4421 0.0927  0.15
H 1.1887 1.6312 0.1015  0.08
H -0.1892 1.2431 1.2044  0.10
H -0.4194 1.7796 -0.5355  0.08
H 0.2477 -0.0680 -1.4724  0.09
H 0.8258 -1.8795 1.1137  -0.09

---

Record 7
Molecular formula: C3H5NS
Method: DFT, the ωB97M-V functional and the def2-TZVPD basis

* ΔE to the lowest compared entry with this formula, charge and spin: 138.19 kcal/mol
* HOMO-LUMO gap (alpha / beta): 0.2080 / 0.1746 Eh
* HOMO energy (alpha / beta): -7.480 / -6.981 eV

Each line ends with the Löwdin charge.
CARTESIAN COORDINATES (ANGSTROEM)
C 0.0996 1.0541 -0.3757  -0.30
C 1.0897 1.8184 -0.0081  0.16
C -0.3451 -1.3023 -0.1905  -0.16
N -0.4715 -0.0113 0.4064  -0.65
S -0.8818 0.0391 1.9815  0.65
H -0.2393 1.0346 -1.3932  0.10
H 1.5010 2.4720 0.6968  0.01
H -1.1365 -1.8978 -0.5901  0.09
H 0.3271 -1.2638 -0.9886  0.07
H 0.0568 -1.9429 0.4615  0.03

---

Record 8
Molecular formula: C3H5NS2
Method: DFT, the ωB97M-V functional and the def2-TZVPD basis

* ΔE to the lowest compared entry with this formula, charge and spin: 99.85 kcal/mol
* HOMO-LUMO gap (alpha / beta): 0.2651 / 0.2753 Eh
* HOMO energy (alpha / beta): -7.670 / -8.320 eV

Each line ends with the Löwdin charge.
CARTESIAN COORDINATES (ANGSTROEM)
C -0.0349 1.6108 0.5556  -0.47
C 0.5542 1.3164 -0.7370  -0.51
C -0.7072 -1.7215 0.0527  -0.35
N -0.3275 0.8575 1.4726  0.07
S 1.6771 0.0374 -0.8397  0.52
S 1.0473 -1.1836 0.4938  0.48
H 0.0207 2.7959 0.5302  0.15
H 0.6837 2.1614 -1.3714  0.03
H -1.0026 -1.4629 -0.9008  0.00
H -1.2841 -1.5673 0.9232  0.01
H -0.6266 -2.8442 -0.1793  0.06

---

Record 9
Molecular formula: C3H5O2
Method: DFT, the ωB97M-V functional and the def2-TZVPD basis

* total charge: +1
* ΔE to the lowest compared entry with this formula, charge and spin: 34.69 kcal/mol
* HOMO-LUMO gap: 0.4423 Eh
* HOMO energy: -17.350 eV

Each line ends with the Löwdin charge.
CARTESIAN COORDINATES (ANGSTROEM)
C -1.2580 -0.6163 -0.6027  -0.11
C 0.9808 -0.3505 0.3205  0.20
C 0.2178 0.9670 0.1692  -0.06
O -0.3097 -1.4323 -0.3971  0.13
O -1.0825 0.6529 -0.3643  0.08
H -2.1956 -1.1701 -0.9075  0.22
H 1.8386 -0.4478 -0.2529  0.10
H 1.2768 -0.7944 1.2247  0.12
H 0.0320 1.4686 1.2649  0.21
H 0.4999 1.7228 -0.4548  0.11

---

Record 10
Molecular formula: C3H5O2
Method: DFT, the ωB97M-V functional and the def2-TZVPD basis

* total charge: +1
* ΔE to the lowest compared entry with this formula, charge and spin: 18.76 kcal/mol
* HOMO-LUMO gap (alpha / beta): 0.2674 / 0.3941 Eh
* ⟨S²⟩: 2.01
* 2S+1: 3
* HOMO energy (alpha / beta): -13.604 / -18.946 eV

Each line ends with the Löwdin charge.
CARTESIAN COORDINATES (ANGSTROEM)
C 1.4707 -0.4143 1.3075  0.12
C -0.7518 -0.2274 0.6980  -0.17
C -0.7171 0.4667 -1.6220  0.23
O -1.7978 -0.0050 1.2086  0.32
O 0.3240 -0.8824 0.9177  0.10
H 2.3182 -1.0051 1.1194  0.10
H 1.4320 0.6293 1.5260  0.11
H -1.8559 0.4042 -1.4415  0.09
H -0.3106 -0.3832 -2.1184  0.03
H -0.1118 1.4171 -1.5955  0.08

---

Record 11
Molecular formula: C3H5O2P
Method: DFT, the ωB97M-V functional and the def2-TZVPD basis

* ΔE to the lowest compared entry with this formula, charge and spin: 54.47 kcal/mol
* HOMO-LUMO gap: 0.3893 Eh
* structure (SMILES): O=C1C[C@H](P)O1
* HOMO energy: -9.792 eV

Each line ends with the Löwdin charge.
CARTESIAN COORDINATES (ANGSTROEM)
O -2.7237 -0.0112 0.5078  0.19
C -1.6674 0.0385 0.0641  -0.44
C -0.3789 -1.1697 0.1696  -0.02
C 0.3162 0.0151 -0.5867  -0.56
P 1.7984 0.5412 0.3802  0.87
O -0.7673 0.9529 -0.3234  -0.03
H -0.0743 -1.1254 1.2031  0.06
H -0.3498 -2.1505 -0.2366  0.08
H 0.5641 -0.0428 -1.5811  0.07
H 1.0425 1.5026 0.9534  -0.11
H 2.2400 1.4494 -0.5505  -0.12

---

Record 12
Molecular formula: C3H5O2S
Method: DFT, the ωB97M-V functional and the def2-TZVPD basis

* total charge: -1
* ΔE to the lowest compared entry with this formula, charge and spin: 17.91 kcal/mol
* HOMO-LUMO gap: 0.2663 Eh
* structure (SMILES): O=C([O-])CCS
* HOMO energy: -3.977 eV

Each line ends with the Löwdin charge.
CARTESIAN COORDINATES (ANGSTROEM)
O 0.1449 1.8025 -1.0556  -0.16
C 0.9874 0.7937 -1.1285  -0.69
O 2.0776 0.6196 -1.7383  -0.10
C 0.7479 -0.2687 -0.0135  -0.21
C -0.7912 -0.5875 0.0427  -0.54
S -1.2702 -0.7369 1.8133  0.57
H 1.0365 0.3119 0.8770  0.08
H 1.4604 -1.0879 -0.1028  0.09
H -1.0300 -1.5265 -0.4421  0.05
H -1.5152 0.1287 -0.2635  0.03
H -1.8480 0.5512 2.0113  -0.12

---

Record 13
Molecular formula: C3H5O2S
Method: DFT, the ωB97M-V functional and the def2-TZVPD basis

* total charge: +1
* ΔE to the lowest compared entry with this formula, charge and spin: 116.92 kcal/mol
* HOMO-LUMO gap (alpha / beta): 0.2490 / 0.1758 Eh
* HOMO energy (alpha / beta): -12.442 / -11.323 eV

Each line ends with the Löwdin charge.
CARTESIAN COORDINATES (ANGSTROEM)
C 0.2661 2.9359 -1.2879  0.05
C -0.1727 0.5414 -0.6494  -0.14
C 0.2253 -2.3668 0.8083  -0.27
O -0.7348 -0.5341 -0.5047  0.09
O -0.0365 1.7424 -0.8913  0.09
S -0.9867 -2.8150 1.9228  0.98
H 0.6184 3.1931 -2.3190  0.11
H 0.3532 3.7480 -0.5490  0.10
H 0.9141 -1.7227 1.1530  0.00
H 0.4328 -3.0814 -0.0740  0.11
H -0.8791 -1.6409 2.3912  -0.12

---

Record 14
Molecular formula: C3H5O2S2
Method: DFT, the ωB97M-V functional and the def2-TZVPD basis

* total charge: -1
* ΔE to the lowest compared entry with this formula, charge and spin: 73.40 kcal/mol
* HOMO-LUMO gap: 0.2708 Eh
* HOMO energy: -3.660 eV

Each line ends with the Löwdin charge.
CARTESIAN COORDINATES (ANGSTROEM)
C 0.6268 0.8281 -0.7070  -0.27
C 0.3957 1.7488 -1.4935  0.09
C 0.9908 -0.2722 0.1738  -0.12
O -2.1973 -0.4232 1.6226  -0.59
O -2.7567 1.7793 0.9281  -0.54
S -3.7396 -0.4696 -0.8146  0.11
S -2.1359 0.5590 0.5436  0.34
H -2.8242 -1.6013 -0.6531  -0.20
H 0.2608 2.5491 -2.0822  -0.03
H 0.1871 -0.3439 0.9145  0.03
H 0.9593 -1.0420 -0.5633  0.07
H 1.9796 0.1094 0.5209  0.09

---

Record 15
Molecular formula: C3H5O3
Method: DFT, the ωB97M-V functional and the def2-TZVPD basis

* total charge: +1
* ΔE to the lowest compared entry with this formula, charge and spin: 33.20 kcal/mol
* HOMO-LUMO gap: 0.3821 Eh
* HOMO energy: -16.967 eV

Each line ends with the Löwdin charge.
CARTESIAN COORDINATES (ANGSTROEM)
C -2.5604 -0.2884 -0.0096  0.26
C -0.1409 0.2149 -0.0346  -0.38
C 2.2237 -0.0689 0.0500  0.06
O -0.4358 1.4200 -0.2213  0.16
O 0.8362 -0.5701 -0.0399  0.03
O -1.3967 -0.7463 0.1119  0.14
H -3.4035 -0.7439 0.3361  0.11
H -2.5546 0.7898 -0.4011  0.17
H 2.2248 0.2017 1.1803  0.14
H 2.3908 0.8330 -0.7335  0.16
H 2.8164 -1.0419 -0.2383  0.15

---

Record 16
Molecular formula: C3H5P
Method: DFT, the ωB97M-V functional and the def2-TZVPD basis

* ΔE to the lowest compared entry with this formula, charge and spin: 79.61 kcal/mol
* HOMO-LUMO gap (alpha / beta): 0.3134 / 0.3101 Eh
* HOMO energy (alpha / beta): -8.678 / -8.559 eV

Each line ends with the Löwdin charge.
CARTESIAN COORDINATES (ANGSTROEM)
C -0.7785 1.0429 -0.1382  -0.41
C -0.3309 -0.0511 0.9009  -0.42
C 0.5505 -0.9746 0.2267  -0.05
P -0.6033 1.5998 -1.7183  0.73
H 0.2827 0.4660 1.7108  0.12
H -1.2813 -0.3250 1.4149  0.10
H 0.3102 -1.6007 -0.6775  0.07
H 1.6631 -0.7095 0.2606  0.08
H 0.1874 0.5522 -1.9800  -0.22

---

Record 17
Molecular formula: C3H5P
Method: DFT, the ωB97M-V functional and the def2-TZVPD basis

* ΔE to the lowest compared entry with this formula, charge and spin: 22.66 kcal/mol
* HOMO-LUMO gap: 0.3644 Eh
* structure (SMILES): C#P.C=C
* HOMO energy: -9.338 eV

Each line ends with the Löwdin charge.
CARTESIAN COORDINATES (ANGSTROEM)
C 0.4368 -0.5262 1.9735  -0.55
P 1.9470 -0.7121 1.6852  0.71
H -0.5866 -0.4807 2.2244  -0.07
C -0.5426 -0.1625 -1.3998  -0.08
C -0.0486 0.7194 -0.5572  -0.17
H -0.0038 -0.4760 -2.2777  0.04
H -1.5080 -0.6201 -1.2486  0.05
H 0.9097 1.1972 -0.7007  0.04
H -0.6040 1.0610 0.3009  0.03

---

Record 18
Molecular formula: C3H5P
Method: DFT, the ωB97M-V functional and the def2-TZVPD basis

* ΔE to the lowest compared entry with this formula, charge and spin: 80.89 kcal/mol
* HOMO-LUMO gap: 0.3655 Eh
* HOMO energy: -9.547 eV

Each line ends with the Löwdin charge.
CARTESIAN COORDINATES (ANGSTROEM)
C -0.9691 0.2684 -2.3455  -0.05
C -0.8366 -0.0780 -1.2026  -0.12
C -0.2885 -0.3243 0.8197  -0.36
P 1.3574 0.1719 0.6203  0.76
H -1.0772 0.7461 -3.2511  -0.02
H -1.0127 0.3190 1.2658  0.02
H -0.3470 -1.4235 1.0218  0.05
H 1.7804 -0.7420 1.4464  -0.15
H 1.3933 1.0626 1.6252  -0.13

---

Record 19
Molecular formula: C3H5P
Method: DFT, the ωB97M-V functional and the def2-TZVPD basis

* ΔE to the lowest compared entry with this formula, charge and spin: 29.85 kcal/mol
* HOMO-LUMO gap: 0.3747 Eh
* structure (SMILES): C#P.C=C
* HOMO energy: -9.555 eV

Each line ends with the Löwdin charge.
CARTESIAN COORDINATES (ANGSTROEM)
C 1.1164 0.1204 -1.9755  -0.55
P -0.1667 -0.4968 -2.5075  0.70
H 1.8417 0.7802 -1.5981  -0.08
C -0.9203 0.3307 0.9726  -0.12
C 0.0855 -0.4718 1.0276  -0.13
H -0.9947 1.4017 1.1493  0.05
H -1.8746 -0.0004 0.5262  0.05
H 0.8710 -0.2116 1.7178  0.05
H 0.0418 -1.4523 0.6875  0.02

---

Record 20
Molecular formula: C3H5PS
Method: DFT, the ωB97M-V functional and the def2-TZVPD basis

* ΔE to the lowest compared entry with this formula, charge and spin: 49.93 kcal/mol
* HOMO-LUMO gap: 0.3580 Eh
* structure (SMILES): C#CCSP
* HOMO energy: -8.972 eV

Each line ends with the Löwdin charge.
CARTESIAN COORDINATES (ANGSTROEM)
C -0.5136 1.9017 0.5093  0.10
C -0.8253 0.9232 -0.1362  -0.33
C -1.2196 -0.2742 -0.7175  -0.45
S 0.2198 -1.6253 -0.4765  0.40
P 1.5483 -0.4237 0.6185  0.48
H -0.4287 2.8518 0.8793  0.01
H -1.4184 -0.4168 -1.7673  0.07
H -1.8421 -0.8591 -0.1155  0.03
H 1.8217 -1.4552 1.5126  -0.17
H 2.6579 -0.6224 -0.3068  -0.13